Entry 1:
23
Properties=species:S:1:pos:R:3:mulliken_charge:R:1 method="wB97M-V/def2-TZVPD" e_above_lowest_kcal_mol=33.3 e_lumo_ev=0.6 e_tot_ha=-441.828865 total_charge=0 orbital_gap_ev=9.65
C -0.48076 0.62242 -1.64189 -1.114
N 0.26960 0.11851 -0.45505 -0.133
C 0.01660 0.81832 0.82755 0.623
C -0.00107 -0.27044 1.93557 -1.469
C -1.21312 1.76805 0.88096 -0.840
O -1.75235 1.85714 2.22053 -0.544
H -0.64474 1.68913 -1.52349 0.403
H -1.45208 0.13207 -1.72071 0.319
H 0.08537 0.40955 -2.52855 0.285
H -0.12024 -0.80084 -0.31107 0.245
H 0.89821 1.41528 1.07477 0.080
H 1.06006 -0.49352 2.05488 0.377
H -0.55819 -1.15212 1.62256 0.396
H -0.31695 0.08795 2.90023 0.387
H -0.92206 2.80214 0.70863 0.310
H -1.98344 1.36227 0.22763 0.410
H -2.57977 1.38733 2.26921 0.285
O 0.09539 -3.19936 -1.65003 -0.629
H 0.51678 -3.76282 -1.03545 0.304
H 0.77370 -3.14061 -2.33646 0.315
O 3.13969 -0.57051 -1.05328 -0.650
H 2.83271 -0.31765 -1.91108 0.277
H 2.33663 -0.76230 -0.55547 0.362

---

Entry 2:
56
Properties=species:S:1:pos:R:3:mulliken_charge:R:1 method="wB97M-V/def2-TZVPD" e_above_lowest_kcal_mol=3.2 e_lumo_ev=0.5 e_tot_ha=-1999.010355 total_charge=0 orbital_gap_ev=8.68
C 5.78965 2.03135 -0.89885 -0.738
S 5.46645 1.43681 -2.58494 -0.104
C 3.68863 1.06772 -2.44606 -0.621
C 3.41896 -0.14039 -1.56025 -0.861
C 1.92697 -0.34177 -1.24396 -0.241
N 1.11957 -0.32226 -2.44513 0.106
C 0.49988 -1.42348 -2.93367 0.453
O 0.46793 -2.48227 -2.32746 -0.755
C -0.16166 -1.25306 -4.23139 0.244
C -0.19526 -0.20296 -5.11135 -0.373
C -0.95063 -0.48541 -6.26358 -0.561
C -1.47761 -1.74088 -6.24337 -0.400
S -1.06376 -2.60499 -4.82485 -0.086
C 1.42174 0.73737 -0.26605 0.693
O 2.07957 1.74529 -0.05284 -0.689
N 0.21886 0.53749 0.29260 0.035
C -0.61509 -0.64115 0.23106 -0.205
C -0.66716 -1.31202 1.60416 -1.516
C -1.18272 -0.35361 2.68785 1.777
C -0.33091 0.92968 2.64091 -1.276
C -0.29862 1.51372 1.23213 -1.199
N -0.98138 -1.00353 3.99075 -0.398
C -1.75773 -0.46047 5.08568 -0.871
C -3.28245 -0.60453 4.89182 -0.587
C -3.56210 -0.16051 3.50388 -0.511
N -4.75988 0.22386 2.96269 -0.096
C -4.50768 0.56483 1.67333 -0.576
N -3.24952 0.42346 1.36724 -0.445
C -2.63888 -0.03550 2.50053 0.365
H 4.91021 2.55636 -0.53919 0.206
H 6.02821 1.19448 -0.24815 0.226
H 6.63787 2.70583 -0.95466 0.372
H 3.20531 1.95814 -2.04537 0.275
H 3.36382 0.89128 -3.47175 0.227
H 3.93597 -0.01110 -0.60844 0.367
H 3.80646 -1.03799 -2.04639 0.459
H 1.80638 -1.33516 -0.79966 0.487
H 1.11690 0.53354 -2.97374 0.262
H 0.30050 0.73946 -4.95714 0.377
H -1.09373 0.21181 -7.06961 0.398
H -2.08853 -2.20876 -6.98969 0.451
H -0.26046 -1.35649 -0.50556 0.268
H -1.62638 -0.32151 -0.04076 0.132
H 0.33244 -1.64246 1.89457 0.322
H -1.31709 -2.18696 1.54328 0.447
H -0.73466 1.67515 3.32625 0.421
H 0.67932 0.67527 2.96456 0.363
H 0.34775 2.39178 1.19753 0.524
H -1.31303 1.78239 0.92334 0.428
H -1.18175 -1.99499 3.90056 0.346
H -1.50784 0.59846 5.18106 0.274
H -1.44465 -0.96841 6.00069 0.419
H -3.82389 -0.00054 5.62372 0.413
H -3.58156 -1.64997 5.02909 0.277
H -5.64757 0.24989 3.43664 0.185
H -5.26513 0.90773 0.99792 0.508

---

Entry 3:
20
Properties=species:S:1:pos:R:3:mulliken_charge:R:1 method="wB97M-V/def2-TZVPD" e_above_lowest_kcal_mol=26.1 e_lumo_ev="-4.9 / -6.3" e_tot_ha=-526.538684 total_charge=+1 orbital_gap_ev="4.88 / 7.78" spin_multiplicity=6
C -0.20938 1.25351 0.15962 -0.849
O -0.76244 -0.00594 0.63017 -0.314
C -0.56137 -1.10525 -0.20688 -0.431
C 0.89173 -1.30104 -0.63110 -0.431
O 1.79966 -1.08624 0.44420 -0.297
C 1.79277 -2.08752 1.45121 -0.662
H -0.70113 2.03398 0.76327 0.378
H -0.39286 1.34993 -0.93049 0.363
H -1.15754 -1.01925 -1.13687 0.374
H -0.92704 -1.98132 0.34673 0.402
H 1.17845 -0.58461 -1.41089 0.253
H 1.02316 -2.31228 -1.04484 0.392
H 0.84831 -2.06591 2.01341 0.329
H 1.93266 -3.07779 0.99488 0.310
H 2.62692 -1.87390 2.12907 0.278
Ir 1.83263 0.94653 0.84078 0.855
O -2.81677 3.40341 -0.02661 -0.182
C -2.27552 3.20060 -1.09694 -0.526
H -1.43152 3.82791 -1.45143 0.397
H -2.69072 2.48517 -1.83728 0.362

---

Entry 4:
14
Properties=species:S:1:pos:R:3:mulliken_charge:R:1 method="wB97M-V/def2-TZVPD" e_above_lowest_kcal_mol=38.7 e_lumo_ev=0.9 e_tot_ha=-307.650721 total_charge=0 orbital_gap_ev=10.89
O 2.21133 0.66475 0.15187 -0.539
C 0.97370 0.17077 0.58405 0.178
C -0.29945 0.93903 0.20996 -0.995
C -0.98777 -0.43402 -0.02840 0.406
O -1.70096 -0.55942 -1.23371 -0.560
C 0.38469 -1.12553 -0.03435 -0.859
H 2.04909 1.16571 -0.65520 0.313
H 1.02765 0.05944 1.67073 0.317
H -0.20272 1.47266 -0.74668 0.363
H -0.69317 1.62439 0.96575 0.272
H -1.59158 -0.75524 0.83288 0.278
H -2.36971 0.13714 -1.23307 0.305
H 0.73151 -1.32701 -1.05308 0.261
H 0.48552 -2.02975 0.57219 0.258

---

Entry 5:
45
Properties=species:S:1:pos:R:3:mulliken_charge:R:1 method="wB97M-V/def2-TZVPD" e_above_lowest_kcal_mol=0.0 e_lumo_ev=0.6 e_tot_ha=-1262.181056 total_charge=0 orbital_gap_ev=8.93
C -0.56039 -2.47435 -1.55935 -1.214
N 0.82042 -2.69397 -1.18546 0.377
C 1.60173 -3.15361 -2.31298 -1.093
C 0.94851 -3.56136 -0.02910 -0.847
C 0.74787 -2.79158 1.27182 -0.105
S 1.96699 -1.44809 1.39741 -0.241
C 1.04584 -0.09827 0.74923 0.101
N -0.26772 -0.20977 0.71274 -0.353
C -0.96098 0.81118 0.21546 -0.038
C -2.41934 0.67828 0.16242 0.405
C -3.06311 -0.37120 0.81399 -0.079
C -4.43789 -0.49208 0.74900 -0.785
C -5.18429 0.43143 0.03486 -0.369
C -4.55057 1.48111 -0.61140 -0.662
C -3.17636 1.60672 -0.54893 -0.423
N -0.42175 1.93319 -0.23714 -0.617
C 0.90024 2.05977 -0.18231 0.480
C 1.71788 1.05179 0.31942 0.704
C 3.20502 1.17334 0.40102 -1.114
C 3.72812 2.30884 -0.47308 -0.921
C 2.90052 3.56754 -0.23384 -0.757
C 1.47106 3.34076 -0.71244 -0.474
H -1.11000 -2.06260 -0.71658 0.275
H -0.59693 -1.74887 -2.37108 0.356
H -1.05823 -3.40012 -1.89186 0.391
H 1.51825 -2.42423 -3.11774 0.330
H 1.27010 -4.13251 -2.69483 0.335
H 2.64883 -3.22679 -2.02188 0.339
H 1.95823 -3.98028 -0.02417 0.452
H 0.23168 -4.40215 -0.05783 0.322
H 0.90161 -3.44159 2.13199 0.504
H -0.22666 -2.31168 1.32538 -0.181
H -2.47564 -1.07880 1.37869 0.368
H -4.93173 -1.30720 1.25813 0.399
H -6.25913 0.33455 -0.01529 0.383
H -5.13306 2.20280 -1.16557 0.393
H -2.66546 2.41687 -1.04491 0.454
H 3.65497 0.21877 0.11452 0.530
H 3.48033 1.35007 1.44617 0.398
H 4.77924 2.49336 -0.24513 0.369
H 3.65626 2.02511 -1.52539 0.345
H 3.33527 4.41681 -0.76409 0.339
H 2.89884 3.80163 0.83302 0.319
H 0.81547 4.16210 -0.41824 0.346
H 1.44843 3.28806 -1.80541 0.262

---

Entry 6:
16
Properties=species:S:1:pos:R:3:mulliken_charge:R:1 method="wB97M-V/def2-TZVPD" e_above_lowest_kcal_mol=100.6 e_lumo_ev=0.5 e_tot_ha=-409.376293 total_charge=0 orbital_gap_ev=8.99
H -1.88704 -1.71332 -0.11598 0.290
N -2.25201 -1.28306 0.80661 -0.730
C -1.66016 -0.13149 0.76796 0.480
N -1.59512 0.95277 1.56448 -0.400
N -0.36693 -0.20943 -0.01757 -0.214
N 0.08205 0.90647 -0.56762 -0.318
C 1.20617 0.78532 -1.40913 -0.112
N 2.27325 0.12698 -1.15435 -0.378
N 2.16262 -1.10533 -0.38859 -0.451
H -2.19993 0.77071 2.30585 0.270
H -0.77177 1.55055 1.40856 0.286
H -0.62922 -0.91017 -0.76062 0.177
H -0.70185 1.35594 -0.93275 0.195
H 1.46715 1.53052 -2.01132 0.415
H 3.07872 -1.63732 -0.20408 0.260
H 1.79408 -0.98915 0.70854 0.229